No. 1
The following is a quantum chemistry calculation of a molecular structure, C28H82AsF6N6O12 at a distorted geometry, from OMol25.

- M: 883.9 u
- ΔE to the lowest compared entry with this formula, charge and spin: 4.916 eV
- Multiplicity: 1
- Frontier orbital gap: 9.40 eV
- HOMO energy: -7.53 eV
- Total charge: -1

```
135
C28H82AsF6N6O12, DFT ωB97M-V with the def2-TZVPD basis set
As -0.27387 1.48098 1.23187
F -1.96267 0.93616 1.30973
F 0.07125 0.69769 2.85256
F 1.40079 2.16694 1.16407
F -0.53819 2.10119 -0.44556
F -0.78561 3.01649 2.10093
F 0.33287 -0.08946 0.51576
C 7.15733 -4.15014 2.91748
C 6.51940 -3.31134 1.87032
C 7.32759 -3.23282 0.55317
O 8.65648 -2.83137 0.81345
C 9.48030 -2.66304 -0.32927
N 5.18760 -3.74567 1.64003
H 7.22543 -5.22191 2.73095
H 6.59814 -4.19920 3.85183
H 8.10639 -3.74537 3.26895
H 6.55944 -2.31049 2.30019
H 6.93832 -2.51959 -0.17338
H 7.29727 -4.22548 0.10392
H 9.19172 -1.80536 -0.93689
H 9.52353 -3.61508 -0.85829
H 10.52590 -2.40053 -0.16832
H 4.72845 -3.24207 0.89459
H 4.58807 -3.69310 2.45114
C -4.70212 -6.41015 -5.88494
C -3.33906 -7.02666 -5.65078
C -2.32780 -6.00123 -5.15235
O -1.10096 -6.60148 -5.22044
C -0.08087 -5.76773 -4.76355
N -3.55697 -7.97334 -4.54983
H -4.57219 -5.47745 -6.43383
H -5.32101 -6.07183 -5.05390
H -5.31670 -7.13042 -6.42494
H -3.06263 -7.52800 -6.57832
H -2.50987 -5.65644 -4.13447
H -2.32099 -5.18873 -5.87891
H -0.35624 -5.28235 -3.82724
H 0.28969 -5.03368 -5.47907
H 0.74423 -6.42721 -4.49449
H -3.88825 -7.58406 -3.67874
H -2.63548 -8.27784 -4.27011
C -7.79077 1.35381 -5.01340
C -7.32187 1.24909 -6.43812
C -8.53291 1.16403 -7.38230
O -9.44685 2.19799 -7.15446
C -10.63652 2.17683 -8.02278
N -6.37331 2.33580 -6.78763
H -8.58508 0.62175 -4.86754
H -8.19651 2.29434 -4.64075
H -6.91108 1.10880 -4.41824
H -6.85182 0.31078 -6.73259
H -9.11950 0.24786 -7.31423
H -8.34498 1.08777 -8.45326
H -11.55951 2.12348 -7.44543
H -10.69864 1.29787 -8.66440
H -10.50106 3.08800 -8.60545
H -5.71911 2.49298 -6.03436
H -6.94906 3.16563 -6.78688
C -4.92495 -5.36133 1.82903
C -6.38547 -5.64500 1.39904
C -7.11634 -4.56570 0.55249
O -8.51701 -4.78982 0.41632
C -9.21741 -4.61693 1.64142
N -6.44708 -6.89925 0.68342
H -4.95183 -4.40260 2.34692
H -4.35349 -5.18934 0.91691
H -4.46702 -6.17510 2.39132
H -6.83918 -5.69778 2.38872
H -6.65018 -4.37808 -0.41475
H -7.06980 -3.58502 1.02601
H -10.28053 -4.45933 1.45965
H -8.86638 -3.74208 2.18871
H -9.34130 -5.37064 2.41904
H -7.42876 -6.88122 0.44662
H -6.33088 -7.72065 1.25953
C 0.40911 -1.00696 10.84917
C 0.71865 -1.08902 9.38036
C 1.70781 -2.18121 9.02789
O 3.01571 -2.03599 9.52476
C 3.69048 -0.77499 9.17833
N -0.49538 -1.08795 8.57702
H -0.33255 -0.21095 10.91558
H 1.27411 -0.66319 11.41636
H 0.05976 -1.95444 11.25944
H 1.22518 -0.13561 9.23022
H 1.90000 -2.09257 7.95864
H 1.37843 -3.21771 9.10048
H 4.63178 -0.63758 9.71047
H 3.11810 0.11624 9.43559
H 3.88481 -0.80237 8.10614
H -1.01030 -0.22034 8.62397
H -0.27781 -1.00196 7.59448
C 5.71634 9.19164 -1.80261
C 6.76623 8.47587 -0.94310
C 6.67543 6.89814 -0.98934
O 7.61457 6.23229 -0.11027
C 7.57640 4.84339 -0.06231
N 8.06652 8.91752 -1.35424
H 5.57168 10.16273 -1.32916
H 4.76254 8.66800 -1.73807
H 5.98475 9.21716 -2.85874
H 6.62105 8.59946 0.13010
H 6.94337 6.66668 -2.02023
H 5.63598 6.59350 -0.86755
H 8.52721 4.41564 0.25562
H 7.33411 4.31640 -0.98516
H 6.91693 4.53138 0.74755
H 8.78974 8.53152 -0.76428
H 8.16787 8.43419 -2.23527
C 2.64506 5.54453 6.62503
C 2.20568 6.88295 6.01016
O 0.79242 7.04777 5.89642
O 2.24552 5.45182 7.97882
H 3.71756 5.35920 6.56576
H 2.30707 4.68735 6.04270
H 2.71301 6.98842 5.05120
H 2.57612 7.67511 6.66082
H 0.52797 6.30891 5.34345
H 1.53011 6.09016 8.02700
C 4.20126 1.84383 -5.73770
C 4.52331 3.25562 -6.28232
O 4.54897 3.17234 -7.75591
O 5.34569 1.01710 -5.97235
H 3.36012 1.35555 -6.22981
H 3.91987 1.87673 -4.68517
H 5.50554 3.64725 -6.01785
H 3.75815 3.98671 -6.02131
H 4.99281 3.98781 -8.00005
H 5.54316 0.91362 -6.90610
O -2.64319 7.12447 -2.34115
H -2.02881 6.48132 -1.98743
H -2.68607 7.80830 -1.67274
O -6.51307 0.74525 4.30422
H -5.84944 0.63815 3.62277
H -6.87945 1.61560 4.14772
```

---

No. 2
The following is a quantum chemistry calculation of a molecular structure, H25O12 at a distorted geometry, from OMol25.

- M: 217.2 u
- ΔE to the lowest compared entry with this formula, charge and spin: 1.752 eV
- Multiplicity: 1
- Frontier orbital gap: 10.94 eV
- HOMO energy: -13.73 eV
- Total charge: +1

```
37
H25O12, DFT ωB97M-V with the def2-TZVPD basis set
O 1.80178 -0.63622 0.54658
H 3.65670 -0.52808 -3.27382
H -4.05670 0.71911 -2.73707
O -0.53402 2.24649 3.88313
H -1.17031 2.02425 4.57516
H 0.67891 -0.38580 1.07415
O -2.24894 -0.70149 -0.74168
H -0.08304 3.06156 1.72835
O -1.39135 -3.29396 0.26055
H -1.41219 -0.72409 -1.24890
H -2.22285 -3.77945 0.20184
O 0.09306 -1.86653 -1.46818
H -0.37172 -2.21098 -2.23556
H -0.12885 -2.42303 -0.69543
O 3.19796 -1.06961 -2.62493
H 3.05254 -3.07147 0.81084
H 3.44881 -1.98081 -2.80236
O -0.31009 0.14233 1.47573
H -2.24229 0.25516 -0.62146
H 2.27979 0.08421 0.05732
O -3.15118 1.00920 -2.58446
H -3.10785 1.92449 -2.88749
H 0.27482 1.89333 4.27899
O 0.77958 2.78814 1.42173
H -0.75333 0.59350 0.73796
H 1.40346 2.59428 2.12172
O -2.38390 2.24184 -0.13473
H -3.24066 2.65129 -0.00638
H -2.39027 1.72366 -0.94826
O 2.49942 -3.21970 1.58235
H -1.74479 -2.40176 0.42477
H 1.50102 -1.05844 -0.27481
O 1.99197 1.56358 -0.79857
H -0.04986 0.97024 1.94378
H 1.96450 1.01044 -1.59260
H 1.87273 -2.50002 1.56647
H 2.49711 2.35437 -1.01474
```

---

No. 3
The following is a quantum chemistry calculation of C5H8N2S in the gas phase at a distorted geometry, from OMol25.

- M: 128.2 u
- ΔE to the lowest compared entry with this formula, charge and spin: 2.519 eV
- Multiplicity: 1
- Frontier orbital gap: 8.78 eV
- HOMO energy: -8.26 eV

```
16
C5H8N2S, DFT ωB97M-V with the def2-TZVPD basis set
C 0.79610 -2.09345 -1.74826
C 0.50695 -0.86316 -2.04843
N -0.03502 0.08450 -1.10973
C -0.16088 -0.13762 0.20908
S 0.10271 -1.41372 1.30026
C -0.60963 1.06523 0.92332
C 0.27052 2.28044 0.91411
N -0.94003 2.34390 0.09804
H 1.05495 -2.76536 -2.58021
H 0.62901 -2.46902 -0.75556
H 0.47154 -0.44238 -3.09637
H -0.48487 0.86515 -1.52285
H -0.98945 0.88636 1.90855
H 1.22365 2.37759 0.42977
H 0.12145 2.83879 1.80472
H -1.66260 2.82093 0.59061
```

---

No. 4
The following is a quantum chemistry calculation of 14 unconnected molecules or ions with the total composition C35H98O28S7 at a distorted geometry, from OMol25.

- M: 1191.6 u
- Multiplicity: 1
- Frontier orbital gap: 10.01 eV
- HOMO energy: -9.86 eV

```
168
C35H98O28S7, DFT ωB97M-V with the def2-TZVPD basis set
C -0.26845 -5.03576 1.72810
C -1.71015 -4.54961 1.54001
O -2.47372 -5.41145 0.72982
H 0.31294 -5.21688 0.81840
H -0.32325 -6.06171 2.16661
H 0.33034 -4.32103 2.32700
H -1.75488 -3.57704 1.04928
H -2.15871 -4.35186 2.55706
H -3.38706 -5.13844 0.71900
C 4.87097 -0.85603 -2.25005
C 4.02269 -1.63183 -1.28601
O 4.83722 -1.84488 -0.17255
H 5.73553 -1.49548 -2.54644
H 5.22055 0.03817 -1.77383
H 4.32124 -0.57163 -3.12471
H 3.69712 -2.55940 -1.73873
H 3.06178 -1.17678 -1.02313
H 4.57038 -2.60575 0.35482
C -4.89730 -1.96539 2.42173
C -5.43791 -0.77166 1.60010
O -4.28415 0.01795 1.27355
H -5.60576 -2.78772 2.55655
H -4.52241 -1.62794 3.37086
H -4.02430 -2.32750 1.89895
H -6.08465 -0.22995 2.29877
H -6.00702 -1.08790 0.71598
H -4.57018 0.92209 1.06041
C 5.90369 1.21875 2.20632
C 4.41257 1.15054 2.02786
O 3.88377 -0.20004 2.05578
H 6.19021 0.91153 3.21739
H 6.28415 2.22837 1.99490
H 6.47662 0.70314 1.42979
H 4.07236 1.56908 1.08285
H 3.82837 1.68532 2.78228
H 4.11884 -0.69273 1.24848
C -0.90836 5.66409 3.48360
C -1.78740 5.81684 2.26969
O -1.06803 5.42843 1.07482
H -0.07966 6.34040 3.37695
H -0.71837 4.57387 3.63037
H -1.42942 5.97178 4.40802
H -2.11856 6.85162 2.13511
H -2.70486 5.18638 2.32316
H -1.39521 5.92592 0.31209
C -5.91518 1.37632 -1.17924
C -5.87382 2.78280 -0.66217
O -5.12277 2.68088 0.60378
H -6.51800 1.32239 -2.11606
H -6.37740 0.72457 -0.42198
H -4.92225 1.08051 -1.41778
H -6.89595 3.21144 -0.43770
H -5.34903 3.49729 -1.27277
H -5.07969 3.48703 1.10946
C 1.09638 0.05339 -5.14663
C 0.66575 0.54827 -3.75600
O 1.26694 1.83309 -3.49091
H 2.15384 0.08387 -5.24812
H 0.46267 0.55107 -5.88678
H 0.73059 -0.96535 -5.20799
H 0.95115 -0.23680 -3.02046
H -0.41715 0.61438 -3.70611
H 1.17189 2.07652 -2.56306
O 5.18289 4.15324 -1.61355
S 3.91084 3.66906 -1.15214
O 3.66895 2.25914 -1.11290
O 3.69627 4.23900 0.29969
C 2.52793 4.07996 1.10896
C 2.89781 4.67745 2.44833
C 2.66693 4.39336 -2.13800
H 2.27275 3.00514 1.17171
H 1.67065 4.60376 0.73613
H 2.09509 4.36190 3.11994
H 2.96596 5.77004 2.36365
H 3.84014 4.24031 2.80035
H 1.70642 4.16641 -1.67783
H 2.81024 3.92501 -3.10721
H 2.83309 5.46193 -2.06683
O -5.32123 -4.77549 0.03853
S -5.34553 -4.09061 -1.23144
O -6.56873 -3.65929 -1.83883
O -4.34893 -2.90759 -1.08328
C -4.01931 -1.92537 -2.08068
C -2.60879 -1.51315 -1.81668
C -4.48377 -5.15981 -2.36908
H -4.67120 -1.09413 -1.89956
H -4.20251 -2.27646 -3.06572
H -2.57080 -0.93781 -0.88201
H -2.29240 -0.86657 -2.59875
H -1.86089 -2.30997 -1.75181
H -3.47533 -5.08689 -1.94899
H -4.57737 -4.66749 -3.35405
H -4.87798 -6.19914 -2.35648
O -3.00327 -3.73488 -5.07766
S -2.26241 -2.61305 -5.57783
O -2.85838 -1.27381 -5.37385
O -0.90197 -2.59860 -4.79431
C -0.50198 -3.64713 -4.02658
C 0.69967 -3.15819 -3.20451
C -1.93069 -2.80159 -7.25965
H -0.15457 -4.51276 -4.64363
H -1.25988 -3.98887 -3.35781
H 1.50868 -2.74335 -3.80770
H 1.13705 -4.01979 -2.69016
H 0.35262 -2.48347 -2.43961
H -1.40102 -3.72932 -7.40037
H -1.42866 -1.87762 -7.61728
H -2.90284 -2.99705 -7.75458
O 0.43247 1.63360 5.69665
S 1.19374 1.19769 4.55324
O 0.93527 1.61406 3.19724
O 2.74374 1.44245 4.80348
C 3.25394 1.23456 6.12527
C 4.65248 1.90211 6.03414
C 1.14924 -0.61622 4.48677
H 3.37659 0.14701 6.25965
H 2.54086 1.61173 6.82795
H 4.57480 2.96354 5.83343
H 5.23026 1.34265 5.31303
H 5.19308 1.85357 6.96850
H 0.19564 -0.91500 4.10971
H 1.32266 -0.97813 5.47195
H 1.85621 -0.89556 3.69301
O -4.75298 3.73401 -3.55800
S -3.77170 3.52740 -4.63136
O -4.12866 3.79517 -6.00461
O -2.51140 4.42818 -4.35796
C -1.96153 4.36686 -3.01615
C -1.14845 5.61212 -2.75875
C -3.15242 1.84679 -4.53190
H -1.29770 3.49031 -3.00822
H -2.77706 4.15677 -2.31799
H -1.79007 6.49071 -2.71978
H -0.37112 5.78681 -3.52639
H -0.66070 5.60526 -1.76495
H -3.77837 1.33005 -5.26377
H -3.17432 1.54162 -3.49509
H -2.14714 1.76108 -4.92134
O 3.45088 -3.10131 2.24130
S 4.08081 -3.26521 3.52364
O 3.42695 -2.71081 4.67038
O 4.24923 -4.76791 3.68451
C 3.04642 -5.57274 3.76585
C 3.30736 -7.05257 3.84629
C 5.70749 -2.64325 3.48556
H 2.47364 -5.44671 2.81890
H 2.47678 -5.22566 4.58656
H 3.92003 -7.31408 2.97179
H 2.39656 -7.63725 3.83463
H 3.85958 -7.35124 4.74879
H 6.26405 -3.21857 2.72940
H 6.16050 -2.64986 4.48700
H 5.49837 -1.64440 3.15282
O 0.29184 2.65004 -0.49619
S -0.88504 1.85517 -0.25108
O -1.91947 1.82705 -1.26703
O -0.40524 0.39292 -0.04671
C 0.90795 0.06256 0.47477
C 0.87855 -1.34152 1.02342
C -1.63862 2.27257 1.28914
H 1.19933 0.76359 1.26545
H 1.66197 0.14467 -0.30259
H 0.78775 -2.09297 0.22725
H 0.01386 -1.53972 1.64006
H 1.86559 -1.55125 1.41464
H -2.26428 3.12739 1.09417
H -0.83219 2.41977 1.98826
H -2.28114 1.41407 1.47482
```